{
  "formula": "C3Cl6S",
  "method": "the ωB97M-V functional and the def2-TZVPD basis",
  "elements": ["C", "C", "C", "S", "Cl", "Cl", "Cl", "Cl", "Cl", "Cl"],
  "xyz": [[-0.2917, -0.0439, -0.0314], [-0.8241, 0.9493, 0.7403], [1.1168, -0.0258, -0.5352], [-1.2330, -1.4910, -0.2425], [-2.1482, -3.9816, -1.4417], [-2.4335, 0.8494, 1.2855], [0.0442, 2.3002, 1.2836], [1.3548, -1.3134, -1.7358], [1.5467, 1.5198, -1.2980], [2.2264, -0.3172, 0.8385]],
  "forces_ev_per_angstrom": [[-1.1, -1.7, -0.2], [-0.3, 0.1, 0.2], [0.8, -0.1, -0.3], [0.2, 0.9, 0.4], [0.2, 0.2, 0.0], [0.0, 0.4, 0.1], [-0.2, 0.0, 0.2], [0.3, 0.3, 0.0], [0.0, -0.1, -0.3], [0.0, 0.0, -0.1]],
  "homo_lumo_gap_ev": [6.521, 6.033],
  "max_force_ev_per_a": 2.023,
  "lumo_energy_ev": [-3.02, -3.60],
  "charge": 0
}

{
  "formula": "C16H32N3O7",
  "method": "the ωB97M-V functional and the def2-TZVPD basis",
  "elements": ["C", "O", "C", "N", "C", "N", "N", "C", "C", "C", "C", "C", "H", "H", "H", "H", "H", "H", "H", "H", "H", "H", "H", "H", "H", "H", "H", "H", "H", "H", "H", "H", "C", "C", "C", "O", "C", "O", "O", "H", "H", "H", "H", "H", "H", "C", "C", "C", "O", "C", "O", "O", "H", "H", "H", "H", "H", "H"],
  "xyz": [[-5.2063, 3.8602, 0.1375], [-4.3908, 2.7182, 0.4148], [-3.0977, 2.8443, -0.0345], [-2.6324, 1.5189, -0.5592], [-1.3636, 1.1264, -0.2985], [-0.9006, 1.0530, 0.9639], [-0.4832, 0.7796, -1.3204], [0.0980, 2.0763, -1.8545], [1.4386, 1.8225, -2.5307], [1.7811, 2.9977, -3.4870], [1.9495, 2.4414, -4.9040], [3.0347, 3.7345, -3.0445], [-6.1826, 3.6325, 0.5457], [-5.2931, 4.0262, -0.9345], [-4.8181, 4.7391, 0.6480], [-3.0141, 3.5763, -0.8387], [-2.4203, 3.1548, 0.7634], [-2.7698, 1.4939, -1.5634], [-0.5752, 0.1911, 1.3710], [-0.8263, 1.8839, 1.5235], [-0.9810, 0.3137, -2.0751], [-0.6292, 2.5268, -2.5294], [0.2493, 2.7225, -0.9896], [1.3564, 0.8900, -3.0810], [2.1907, 1.7471, -1.7518], [0.9320, 3.6838, -3.4848], [2.6456, 1.6076, -4.8620], [2.3454, 3.1975, -5.5772], [0.9985, 2.1130, -5.3175], [2.9307, 4.1261, -2.0353], [3.2434, 4.5486, -3.7333], [3.8950, 3.0682, -3.0740], [1.8507, -1.8537, 6.2313], [1.3549, -1.2376, 4.9477], [0.1723, -1.9423, 4.3180], [0.3701, -1.6763, 2.9142], [1.7059, -1.4731, 2.7218], [2.2122, -1.4140, 1.6503], [2.3409, -1.3478, 3.8975], [2.2897, -2.8326, 6.0399], [2.6226, -1.2326, 6.6825], [1.0344, -1.9603, 6.9454], [1.1435, -0.1744, 5.0908], [-0.7856, -1.5481, 4.6470], [0.1902, -3.0226, 4.4720], [0.4081, -3.0141, -1.2198], [-0.3892, -4.1987, -0.7344], [0.0508, -4.7438, 0.6075], [-0.2907, -6.1280, 0.5018], [-0.2830, -6.4607, -0.8165], [-0.3409, -7.5631, -1.2357], [-0.1976, -5.3390, -1.5820], [1.4294, -3.3097, -1.4569], [-0.0280, -2.6011, -2.1307], [0.4359, -2.2320, -0.4591], [-1.4588, -3.9657, -0.7274], [-0.4717, -4.2894, 1.4465], [1.1293, -4.6550, 0.7611]],
  "forces_ev_per_angstrom": [[0.0, -0.2, 0.3], [-0.1, 0.0, -0.1], [-0.5, -0.6, 0.7], [1.7, 1.1, -0.8], [-0.3, -0.5, 0.0], [-0.1, 1.1, 0.0], [-1.1, -0.8, 0.2], [0.5, -0.6, 0.5], [-0.6, 0.7, 0.0], [0.0, -0.6, -0.1], [0.0, 0.4, 0.2], [-0.1, 0.0, -0.2], [-0.1, 0.0, 0.0], [0.1, 0.1, -0.1], [0.0, 0.2, -0.1], [0.0, -0.1, -0.2], [0.1, -0.1, 0.1], [-0.3, 0.0, 0.0], [0.9, -0.1, -0.5], [-0.7, -0.1, 0.5], [0.1, 0.0, -0.1], [-0.1, 0.1, -0.1], [-0.1, 0.2, 0.0], [0.2, -0.2, 0.0], [0.2, -0.4, 0.0], [0.0, 0.2, 0.0], [0.1, -0.1, -0.2], [0.1, 0.1, -0.1], [-0.1, -0.2, 0.0], [0.1, 0.1, 0.1], [0.0, 0.2, 0.1], [0.1, -0.1, 0.1], [0.3, 0.0, -0.1], [0.0, -0.2, 0.3], [-0.1, 0.0, 0.0], [-0.1, 0.1, 0.1], [0.1, 0.0, 0.2], [0.0, 0.1, -0.2], [-0.1, 0.1, -0.1], [-0.1, -0.1, 0.0], [0.0, 0.0, 0.0], [0.0, 0.0, 0.0], [0.0, 0.0, -0.1], [0.0, 0.0, -0.1], [0.1, 0.0, 0.0], [0.0, 0.0, -0.3], [0.2, 0.2, 0.0], [-0.1, -0.1, 0.1], [0.1, 0.1, 0.0], [0.0, 0.1, 0.0], [0.0, -0.2, -0.1], [-0.1, 0.0, 0.1], [0.0, 0.0, 0.1], [0.0, 0.0, 0.0], [0.0, 0.0, 0.0], [0.0, -0.1, 0.1], [-0.1, -0.1, 0.0], [0.0, 0.1, -0.1]],
  "homo_lumo_gap_ev": 8.114,
  "max_force_ev_per_a": 2.160,
  "lumo_energy_ev": -4.47,
  "charge": 1
}

{
  "formula": "C15H36BN3O8",
  "method": "the ωB97M-V functional and the def2-TZVPD basis",
  "elements": ["N", "C", "C", "B", "O", "O", "C", "C", "N", "C", "C", "N", "C", "O", "O", "H", "H", "H", "H", "H", "H", "H", "H", "H", "H", "H", "H", "C", "C", "O", "H", "H", "H", "H", "H", "H", "C", "C", "O", "H", "H", "H", "H", "H", "H", "C", "C", "O", "H", "H", "H", "H", "H", "H", "C", "C", "O", "H", "H", "H", "H", "H", "H"],
  "xyz": [[0.8287, -0.3780, 2.3637], [-0.1564, -0.5955, 1.8512], [-1.4627, -0.7379, 1.0964], [-1.7131, 0.6250, 0.2919], [-0.7234, 1.2566, -0.4877], [-2.9304, 1.2800, 0.3638], [-1.5182, -2.0488, 0.2056], [-1.7915, -1.5835, -1.2546], [-1.9202, -1.4349, -2.3651], [-0.1313, -2.7821, 0.1738], [-0.1059, -4.0106, -0.7796], [1.3030, -4.4325, -1.0189], [-2.7167, -2.9838, 0.5742], [-2.9697, -3.0950, 1.9666], [-1.7864, -3.3760, 2.6569], [-2.2425, -0.7718, 1.8933], [-0.7924, 0.9591, -1.4118], [-2.8010, 2.2079, 0.1077], [0.1569, -3.1533, 1.1792], [0.6831, -2.1088, -0.1768], [-0.6755, -4.8768, -0.3655], [-0.5316, -3.8035, -1.7843], [1.8651, -4.3036, -0.1820], [1.2686, -5.4067, -1.3023], [-2.6267, -3.9819, 0.0905], [-3.6295, -2.5198, 0.1359], [-1.6464, -2.5743, 3.2028], [-2.6799, 3.3484, -3.0485], [-1.3096, 3.5628, -3.6575], [-0.3831, 3.9820, -2.6639], [-3.0405, 4.2668, -2.5811], [-3.4017, 3.0323, -3.8042], [-2.6366, 2.5863, -2.2656], [-1.3487, 4.3378, -4.4233], [-0.9412, 2.6391, -4.1183], [-0.3395, 3.2889, -1.9943], [1.9875, 2.1793, -3.5090], [2.4119, 0.7253, -3.5064], [1.2824, -0.1276, -3.3304], [1.4759, 2.4234, -2.5808], [2.8519, 2.8352, -3.6184], [1.2869, 2.3830, -4.3228], [3.0957, 0.5241, -2.6813], [2.9169, 0.4700, -4.4442], [0.6747, 0.0397, -4.0599], [2.7255, 3.6872, 0.5286], [3.8214, 3.9346, -0.4914], [3.2966, 4.5866, -1.6438], [1.9318, 3.0746, 0.0961], [3.1191, 3.1800, 1.4116], [2.2687, 4.6304, 0.8407], [4.2602, 2.9907, -0.8164], [4.6159, 4.5562, -0.0647], [2.9170, 5.4251, -1.3589], [-0.4582, -2.9101, 6.9652], [0.1163, -2.8647, 5.5624], [-0.6001, -1.9317, 4.7560], [-1.5125, -3.1912, 6.9373], [0.0813, -3.6279, 7.5855], [-0.4012, -1.9262, 7.4382], [0.0382, -3.8421, 5.0863], [1.1708, -2.5737, 5.5840], [-0.5273, -1.0639, 5.1681]],
  "forces_ev_per_angstrom": [[1.9, 0.3, 1.1], [-3.0, -0.3, -2.0], [0.3, -0.1, 1.3], [-0.2, 1.4, -0.8], [-0.4, -0.8, 0.1], [0.9, -0.5, 0.7], [0.6, 0.5, -1.1], [0.9, -1.7, 4.3], [-0.5, 0.8, -2.8], [0.2, -0.7, -0.7], [0.3, -0.4, -0.1], [-0.8, 0.4, 0.0], [-0.3, 0.3, -0.5], [-1.1, 0.6, -0.8], [0.9, -0.2, 0.4], [0.3, -0.2, -0.6], [0.4, 0.0, 0.2], [-0.2, -0.4, -0.3], [-0.4, 0.5, -0.5], [-0.7, -0.1, 0.2], [0.1, 0.7, 0.0], [0.1, 0.2, 0.7], [-0.1, -0.4, -0.1], [0.5, 0.2, 0.2], [0.3, 0.6, 0.4], [0.4, -0.3, 0.6], [0.1, -0.3, 0.1], [-0.2, 0.0, 0.0], [0.0, -0.2, 0.4], [-0.1, 0.3, -0.1], [0.0, 0.0, -0.1], [0.0, 0.0, 0.1], [0.0, -0.1, -0.1], [0.1, 0.0, 0.1], [-0.1, 0.0, -0.2], [0.0, 0.1, 0.0], [0.2, -0.2, 0.0], [-0.3, 0.2, -0.3], [-0.1, -0.1, 0.2], [0.2, 0.0, 0.0], [-0.1, 0.1, 0.1], [0.1, 0.0, -0.1], [-0.1, -0.1, 0.0], [0.1, 0.0, 0.1], [0.0, -0.1, 0.1], [0.0, -0.1, 0.0], [-0.3, 0.3, 0.1], [0.2, -0.1, -0.1], [0.1, -0.1, 0.0], [-0.1, 0.0, 0.0], [0.1, 0.0, 0.1], [0.0, 0.1, -0.1], [0.1, -0.2, 0.1], [0.0, -0.1, -0.1], [-0.1, 0.0, 0.0], [0.0, 0.2, 0.3], [-0.2, -0.1, -0.1], [0.1, -0.1, 0.0], [0.0, 0.0, 0.0], [0.1, 0.0, 0.0], [-0.1, 0.1, -0.1], [0.0, -0.1, 0.0], [0.0, 0.0, -0.1]],
  "homo_lumo_gap_ev": 9.705,
  "max_force_ev_per_a": 4.725,
  "lumo_energy_ev": 0.41,
  "charge": 0,
  "smiles": "N#C[C@@H](B(O)O)[C@@](C#N)(CCN)COO.CCO.CCO.CCO.CCO"
}

{
  "formula": "C3Cl2F2",
  "method": "the ωB97M-V functional and the def2-TZVPD basis",
  "elements": ["C", "C", "C", "F", "F", "Cl", "Cl"],
  "xyz": [[-0.4966, -0.6458, 0.8662], [0.9387, -0.2983, 0.4990], [-1.0515, 0.3852, 0.0836], [-2.0304, 0.0824, -0.7144], [-0.6410, 1.5461, -0.5451], [1.9543, 0.8848, -0.2348], [1.3265, -1.9546, 0.0455]],
  "forces_ev_per_angstrom": [[2.3, 4.5, -0.3], [-3.2, -3.1, -0.7], [0.3, 0.6, -2.1], [-1.6, -0.9, 0.4], [0.4, -0.6, 1.8], [-0.4, -0.6, 1.0], [2.1, 0.2, -0.1]],
  "homo_lumo_gap_ev": [7.918, 7.919],
  "max_force_ev_per_a": 5.066,
  "lumo_energy_ev": [-1.55, -1.55],
  "charge": 0
}